Entry 1:
3 unconnected molecules or ions with the total composition C4H12O2 in a non-equilibrium geometry, computed with the ωB97M-V functional and the def2-TZVPD basis.

Structure (XYZ):
```
18
Properties=species:S:1:pos:R:3
C -1.621 -0.497 0.627
C -1.824 -1.971 1.035
C -1.191 -2.507 2.089
C -1.682 -3.354 3.223
H -2.068 -0.398 -0.360
H -2.339 -0.020 1.291
H -0.593 -0.245 0.866
H -2.755 -2.342 0.601
H -0.201 -2.039 2.113
H -2.761 -3.270 3.344
H -1.468 -4.366 2.938
H -1.254 -3.024 4.163
O 3.223 3.069 -5.190
H 3.618 3.577 -4.471
H 2.550 3.631 -5.577
O 3.696 4.416 -2.427
H 3.043 3.973 -1.880
H 3.628 5.368 -2.385
```

## Properties
Kohn-Sham gap ... 9.297 eV
E ... -8435.90729 eV
Max |F| ... 2.5 eV Å⁻¹
LUMO energy ... 0.025 hartree
Relative energy (zero: lowest compared OMol25 entry of this formula, charge and spin) ... 1.607 eV
Spin multiplicity ... 1
Structure (SMILES) ... C/C=C/C.O.O


Entry 2:
A molecular structure, C2Br3ClF2 in a non-equilibrium geometry, computed with the ωB97M-V functional and the def2-TZVPD basis.

Structure (XYZ):
```
8
Properties=species:S:1:pos:R:3
C 0.391 0.022 -0.336
C -0.789 -0.477 0.411
F 0.489 1.619 0.294
F 0.270 0.160 -1.620
Cl -0.573 -0.537 2.273
Br 2.065 -0.852 0.049
Br -2.264 0.542 0.014
Br -0.814 -2.348 -0.300
```

## Properties
Kohn-Sham gap ... 10.215 eV
E ... -230156.77416 eV
Max |F| ... 5.1 eV Å⁻¹
LUMO energy ... -0.018 hartree
Relative energy (zero: lowest compared OMol25 entry of this formula, charge and spin) ... 1.306 eV
Spin multiplicity ... 1


Entry 3:
A molecular structure, C17H16I2N2O6Re, computed with the ωB97M-V functional and the def2-TZVPD basis.

Structure (XYZ):
```
44
Properties=species:S:1:pos:R:3
Re 0.003 0.088 -0.176
I -2.889 2.334 6.324
C -1.709 1.890 4.673
C -0.481 1.263 4.847
C 0.310 0.962 3.747
I 2.120 -0.035 3.964
C -0.124 1.303 2.475
O 0.641 1.029 1.386
C -1.367 1.915 2.289
C -1.804 2.247 0.893
N -1.894 0.980 0.050
C -2.917 0.025 0.599
C -2.271 -1.210 1.159
C -2.989 -2.165 1.852
C -2.323 -3.264 2.367
C -0.947 -3.380 2.191
C -0.289 -2.402 1.487
N -0.946 -1.343 0.969
C -2.153 2.210 3.395
H -0.143 1.003 5.841
H -2.786 2.719 0.889
H -1.100 2.907 0.383
H -2.210 1.248 -0.884
H -3.464 0.527 1.397
H -3.627 -0.232 -0.187
H -4.055 -2.043 1.990
H -2.868 -4.023 2.912
H -0.395 -4.216 2.595
H 0.782 -2.428 1.329
H -3.108 2.704 3.262
O 3.149 2.401 -1.528
C 2.325 1.498 -1.133
O 1.091 1.576 -1.245
C 2.931 0.271 -0.490
O 1.930 -0.764 -0.552
C 1.959 -1.620 -1.757
C 0.579 -1.688 -2.420
O 0.411 -2.357 -3.384
O -0.349 -0.946 -1.810
H 2.704 3.187 -1.899
H 3.852 -0.040 -0.979
H 3.124 0.483 0.565
H 2.682 -1.218 -2.466
H 2.278 -2.611 -1.440
```

## Properties
Kohn-Sham gap (alpha / beta) ... 7.357 / 5.331 eV
E ... -51471.18919 eV
Max |F| ... 0.2 eV Å⁻¹
LUMO energy (alpha / beta) ... -0.232 / -0.307 hartree
Relative energy (zero: lowest compared OMol25 entry of this formula, charge and spin) ... 0.000 eV
Spin multiplicity ... 4
Total charge ... +2


Entry 4:
16 unconnected molecules or ions with the total composition C41H80BrF3N31O22PS in a non-equilibrium geometry, computed with the ωB97M-V functional and the def2-TZVPD basis.

Structure (XYZ):
```
180
Properties=species:S:1:pos:R:3
C -2.597 -3.438 3.361
C -3.204 -2.143 2.901
C -4.404 -2.239 2.207
C -5.052 -1.139 1.703
C -4.497 0.109 1.901
C -3.320 0.233 2.600
C -2.654 -0.877 3.111
C -1.350 -0.658 3.829
C -0.284 -0.310 2.824
C 0.090 -1.263 1.895
C 1.007 -1.028 0.890
C 1.294 -2.150 -0.058
C 1.602 0.232 0.794
C 2.599 0.557 -0.285
C 4.005 0.312 0.168
O 4.309 -0.594 0.904
C 1.244 1.191 1.732
C 0.319 0.936 2.743
C 0.058 2.027 3.695
O -0.034 1.876 4.887
C -0.007 3.399 3.091
C -0.881 4.389 3.526
P -2.015 4.283 4.929
N -1.377 4.195 6.345
O -3.027 3.140 4.620
O -2.877 5.615 4.799
C -0.890 5.583 2.843
C -0.046 5.826 1.777
S -0.292 7.419 1.065
O -0.804 8.284 2.087
O 0.779 7.872 0.247
C -1.755 7.116 -0.021
F -2.234 8.270 -0.425
F -2.679 6.465 0.671
F -1.400 6.382 -1.062
C 0.867 4.861 1.372
Br 2.013 5.130 -0.095
C 0.881 3.641 2.050
C 1.833 2.536 1.713
O 2.999 2.756 1.489
H -3.311 -4.033 3.913
H -2.349 -4.034 2.488
H -1.686 -3.328 3.930
H -4.838 -3.209 2.036
H -5.974 -1.250 1.169
H -4.977 0.984 1.500
H -2.897 1.215 2.735
H -1.424 0.123 4.566
H -1.060 -1.570 4.322
H -0.396 -2.223 1.945
H 1.791 -1.839 -0.959
H 0.348 -2.575 -0.369
H 1.852 -2.940 0.427
H 2.388 -0.001 -1.187
H 2.523 1.601 -0.545
H 4.761 1.019 -0.190
H -0.370 4.152 6.349
H -3.372 2.826 5.484
H -2.507 6.228 5.452
H -1.568 6.355 3.145
C -5.471 -1.283 -2.292
O -4.975 -1.444 -1.192
N -6.358 -2.175 -2.826
N -5.191 -0.190 -3.076
H -6.788 -2.078 -3.730
H -6.586 -2.974 -2.260
H -4.546 0.480 -2.707
H -5.590 -0.043 -3.985
C -4.731 -7.051 4.080
O -4.468 -5.883 3.868
N -6.015 -7.525 4.075
N -3.761 -7.985 4.338
H -6.251 -8.483 4.245
H -6.745 -6.865 3.884
H -2.811 -7.667 4.350
H -3.958 -8.951 4.515
C -7.823 -3.622 -6.069
O -8.198 -3.113 -5.023
N -6.757 -3.163 -6.787
N -8.463 -4.707 -6.600
H -6.451 -3.596 -7.638
H -6.244 -2.366 -6.442
H -9.249 -5.071 -6.096
H -8.178 -5.151 -7.451
C 6.234 -2.036 -2.471
O 5.194 -1.892 -3.108
N 6.281 -1.910 -1.115
N 7.429 -2.331 -3.055
H 7.116 -2.039 -0.577
H 5.430 -1.688 -0.638
H 7.468 -2.446 -4.047
H 8.277 -2.452 -2.535
C -9.175 -2.575 -0.398
O -8.214 -3.258 -0.088
N -10.027 -2.045 0.538
N -9.472 -2.289 -1.699
H -10.819 -1.479 0.303
H -9.826 -2.235 1.501
H -8.856 -2.665 -2.396
H -10.254 -1.736 -1.989
C 6.807 -4.559 1.620
O 7.415 -3.757 0.919
N 7.460 -5.540 2.321
N 5.463 -4.534 1.750
H 6.983 -6.202 2.902
H 8.458 -5.580 2.243
H 4.963 -3.828 1.242
H 4.945 -5.200 2.292
C -3.233 3.861 -7.113
O -4.260 3.477 -7.649
N -2.613 3.129 -6.139
N -2.624 5.040 -7.447
H -1.766 3.416 -5.687
H -3.036 2.257 -5.884
H -3.057 5.596 -8.160
H -1.780 5.365 -7.017
C 10.865 -3.614 -4.586
O 9.919 -3.390 -3.843
N 12.062 -4.082 -4.149
N 10.782 -3.409 -5.939
H 12.839 -4.278 -4.759
H 12.159 -4.252 -3.167
H 9.915 -3.064 -6.303
H 11.542 -3.594 -6.564
C -4.793 4.447 7.448
O -4.766 3.403 6.807
N -5.970 5.099 7.702
N -3.666 5.032 7.933
H -6.020 5.955 8.219
H -6.812 4.686 7.348
H -2.778 4.594 7.710
H -3.676 5.889 8.452
C 10.644 -1.593 0.894
O 11.671 -0.937 0.918
N 10.305 -2.414 -0.153
N 9.723 -1.587 1.902
H 9.466 -2.969 -0.156
H 10.932 -2.458 -0.933
H 9.895 -1.018 2.707
H 8.878 -2.134 1.847
C 3.294 -7.917 1.141
O 3.628 -6.745 1.166
N 1.983 -8.301 1.082
N 4.206 -8.937 1.163
H 1.689 -9.258 1.053
H 1.293 -7.575 1.056
H 5.176 -8.686 1.188
H 3.951 -9.905 1.137
C -0.633 12.039 3.871
O 0.455 12.076 4.415
N -1.059 10.980 3.125
N -1.528 13.083 3.971
H -1.956 10.950 2.682
H -0.447 10.194 3.029
H -1.247 13.878 4.511
H -2.428 13.078 3.532
C -5.802 -0.252 -8.632
O -5.284 -0.518 -7.554
N -6.803 -1.039 -9.138
N -5.425 0.808 -9.394
H -7.261 -0.879 -10.014
H -7.069 -1.822 -8.571
H -4.701 1.407 -9.034
H -5.852 1.029 -10.272
C -3.934 9.258 4.639
O -2.939 9.139 5.332
N -4.457 8.200 3.950
N -4.599 10.451 4.508
H -5.278 8.246 3.379
H -3.962 7.332 4.042
H -4.231 11.237 5.011
H -5.420 10.566 3.947
C 14.378 -6.131 -6.597
O 13.771 -5.949 -5.552
N 15.510 -5.434 -6.917
N 13.965 -7.048 -7.521
H 16.019 -5.573 -7.769
H 15.841 -4.760 -6.254
H 13.138 -7.573 -7.308
H 14.447 -7.217 -8.382
```

## Properties
Kohn-Sham gap ... 6.846 eV
E ... -233389.76726 eV
Max |F| ... 1.8 eV Å⁻¹
LUMO energy ... -0.033 hartree
Spin multiplicity ... 1